# 1
Molecular formula: CH4IN2
Method: DFT, wB97M-V/def2-TZVPD

Geometry as ORCA input:
```
! RIJCOSX wB97M-V def2-TZVPD def2/J DEFGRID3
* xyz 1 1
H -0.11730 -2.05727 -0.12367
I -2.45841 -0.08913 0.02837
H -0.26390 2.05240 0.12603
N 0.23352 1.17506 0.04782
H 1.37585 -1.15930 -0.11122
H 1.24647 1.22558 0.06388
C -0.39088 0.03606 -0.00810
N 0.37464 -1.18342 -0.02311
*
```

As for the energy above the lowest of the compared OMol25 structures with the same formula, charge and spin: 0.000 eV. Its orbital gap is 10.67 eV. The calculation puts the LUMO energy at -0.1614 hartree. The HOMO energy comes out at -15.1 eV.

# 2
Molecular formula: CH4IN3
Method: DFT, wB97M-V/def2-TZVPD

Geometry as ORCA input:
```
! RIJCOSX wB97M-V def2-TZVPD def2/J DEFGRID3
* xyz 0 1
N 0.09478 -0.31919 0.52449
N -1.09738 1.64448 0.63991
C 0.82815 -1.40313 -0.10124
H 1.75036 -1.73874 0.50958
H 0.38219 -2.29685 -0.40485
N -0.23012 0.59395 -0.21326
H -2.11763 1.25272 0.51369
H 1.25626 -1.11970 -1.10161
I -0.86661 3.38647 -0.36671
*
```

As for the energy above the lowest of the compared OMol25 structures with the same formula, charge and spin: 0.834 eV. Its orbital gap is 9.09 eV. The calculation puts the LUMO energy at 0.0033 hartree. The HOMO energy comes out at -9.0 eV.

# 3
Molecular formula: CH4INO2
Method: DFT, wB97M-V/def2-TZVPD

Geometry as ORCA input:
```
! RIJCOSX wB97M-V def2-TZVPD def2/J DEFGRID3
* xyz 0 1
I 4.12217 -1.20174 0.36656
H -2.77620 1.34959 0.22981
C 1.99881 -1.49646 0.21423
N -1.85517 1.16786 -0.22245
H -1.62834 1.98147 -0.82913
O -0.90276 0.97253 0.71091
H 1.46031 -0.64452 0.63887
O 1.53475 -2.46099 -0.27214
H -1.95358 0.33225 -0.83666
*
```

As for the energy above the lowest of the compared OMol25 structures with the same formula, charge and spin: 0.618 eV. Its orbital gap is 9.35 eV. The calculation puts the LUMO energy at 0.0099 hartree. The HOMO energy comes out at -9.1 eV.

# 4
Molecular formula: CH4INOS
Method: DFT, wB97M-V/def2-TZVPD

Geometry as ORCA input:
```
! RIJCOSX wB97M-V def2-TZVPD def2/J DEFGRID3
* xyz 0 1
H -2.07785 -0.24074 -0.31148
O 1.15493 -1.30730 0.19537
C -1.10858 -0.16511 -0.68428
H 3.13632 -0.83320 -2.28328
S -0.23086 -0.99358 0.69456
H -0.79412 -0.63252 -1.65004
H -0.88802 0.96428 -0.66968
N 2.71540 -0.08858 -1.57951
I 3.09116 -0.12274 0.20781
*
```

As for the energy above the lowest of the compared OMol25 structures with the same formula, charge and spin: 4.033 eV. Its orbital gap (alpha / beta) is 7.72 / 6.47 eV. The calculation puts the LUMO energy (alpha / beta) at -0.0252 / -0.0486 hartree. The HOMO energy (alpha / beta) comes out at -8.4 / -7.8 eV.

# 5
Molecular formula: CH4IOP
Method: DFT, wB97M-V/def2-TZVPD

Geometry as ORCA input:
```
! RIJCOSX wB97M-V def2-TZVPD def2/J DEFGRID3
* xyz 0 1
H -0.38592 0.76285 1.23034
I -3.25593 0.23444 0.02284
P -1.72869 -1.58927 -0.17759
H 0.08057 0.43721 -0.43100
H 1.17900 -0.16818 0.89663
O -0.50895 -1.17137 0.76487
H -0.67038 -0.42032 -1.91271
C 0.13709 0.02894 0.62777
*
```

As for the energy above the lowest of the compared OMol25 structures with the same formula, charge and spin: 2.316 eV. Its orbital gap (alpha / beta) is 7.81 / 7.81 eV. The calculation puts the LUMO energy (alpha / beta) at -0.0323 / -0.0323 hartree. The HOMO energy (alpha / beta) comes out at -8.7 / -8.7 eV.

# 6
Molecular formula: CH4IPS
Method: DFT, wB97M-V/def2-TZVPD

Geometry as ORCA input:
```
! RIJCOSX wB97M-V def2-TZVPD def2/J DEFGRID3
* xyz 0 1
H 0.08533 0.79036 -1.03063
P -0.04502 0.01462 1.38171
H -1.56692 1.20510 -0.27682
H 1.26637 -2.22014 1.75562
S 0.73312 -1.62559 0.56943
C -0.76603 0.47098 -0.27184
H -1.20618 -0.40030 -0.65549
I 3.72550 -2.93280 0.87090
*
```

As for the energy above the lowest of the compared OMol25 structures with the same formula, charge and spin: 2.383 eV. Its orbital gap (alpha / beta) is 8.36 / 4.91 eV. The calculation puts the LUMO energy (alpha / beta) at -0.0440 / -0.1048 hartree. The HOMO energy (alpha / beta) comes out at -9.6 / -7.8 eV.

# 7
Molecular formula: CH4IPS
Method: DFT, wB97M-V/def2-TZVPD

Geometry as ORCA input:
```
! RIJCOSX wB97M-V def2-TZVPD def2/J DEFGRID3
* xyz 0 1
S -0.65068 1.31504 -0.18372
H 0.20176 -0.45246 0.94010
H 2.52606 2.09733 -1.07753
I 3.16846 -0.25913 -0.04832
H -1.19779 0.10533 1.93993
P 2.26500 1.95021 0.29056
C -0.86686 -0.07176 0.92262
H -1.65452 -0.56824 0.37439
*
```

As for the energy above the lowest of the compared OMol25 structures with the same formula, charge and spin: 2.750 eV. Its orbital gap is 6.72 eV. The calculation puts the LUMO energy at -0.0714 hartree. The HOMO energy comes out at -8.7 eV.

# 8
Molecular formula: CH4InO
Method: DFT, wB97M-V/def2-TZVPD

Geometry as ORCA input:
```
! RIJCOSX wB97M-V def2-TZVPD def2/J DEFGRID3
* xyz 1 1
H 1.19093 0.39787 1.04221
In -0.67789 -1.13189 -1.44222
H -1.88976 0.60811 0.09229
C 0.71292 -0.13443 0.20832
H 1.15316 0.72837 -0.33973
O -1.20197 0.45555 -0.55492
H 0.71262 -0.92358 0.99404
*
```

Its orbital gap (alpha / beta) is 6.19 / 6.12 eV. The calculation puts the LUMO energy (alpha / beta) at -0.2707 / -0.2726 hartree. The HOMO energy (alpha / beta) comes out at -13.6 / -13.5 eV.

# 9
Molecular formula: CH4N2
Method: DFT, wB97M-V/def2-TZVPD

Geometry as ORCA input:
```
! RIJCOSX wB97M-V def2-TZVPD def2/J DEFGRID3
* xyz 0 1
N -0.99863 0.23526 -0.66042
H 0.68832 -1.54802 -0.08687
C -0.06196 0.45468 0.20218
N 0.91325 -0.57599 0.45354
H 0.19283 1.32067 0.69748
H -1.97030 0.65589 -0.85394
H 2.05858 -0.77153 0.47845
*
```

As for the energy above the lowest of the compared OMol25 structures with the same formula, charge and spin: 2.943 eV. Its orbital gap is 10.47 eV. The calculation puts the LUMO energy at 0.0431 hartree. The HOMO energy comes out at -9.3 eV.

# 10
Molecular formula: CH4N2O
Method: DFT, wB97M-V/def2-TZVPD

Geometry as ORCA input:
```
! RIJCOSX wB97M-V def2-TZVPD def2/J DEFGRID3
* xyz 0 1
N -0.43821 1.72241 -0.07934
O -1.09141 0.53183 -0.45836
H -0.63834 2.03941 0.84797
H -0.48695 2.48307 -0.71691
C 0.65145 -2.73584 0.20040
H -0.03167 -1.98133 -0.08617
N 1.45669 -3.53488 0.29207
H 0.57844 1.47533 0.00035
*
```

As for the energy above the lowest of the compared OMol25 structures with the same formula, charge and spin: 4.552 eV. Its orbital gap is 9.45 eV. The calculation puts the LUMO energy at 0.0065 hartree. The HOMO energy comes out at -9.3 eV.

# 11
Molecular formula: CH4N2O
Method: DFT, wB97M-V/def2-TZVPD

Geometry as ORCA input:
```
! RIJCOSX wB97M-V def2-TZVPD def2/J DEFGRID3
* xyz 0 1
H 1.32789 1.35097 0.86710
N -0.94455 -0.89781 -0.15953
H -1.46886 -0.37827 -0.69598
H -1.54810 -1.46836 0.53133
O 1.33847 -0.37920 -0.31209
H 0.35138 1.32548 -0.74231
C 0.79059 0.80633 0.06987
N 0.15319 -0.35914 0.44162
*
```

As for the energy above the lowest of the compared OMol25 structures with the same formula, charge and spin: 5.195 eV. Its orbital gap is 10.52 eV. The calculation puts the LUMO energy at 0.0403 hartree. The HOMO energy comes out at -9.4 eV.

# 12
Molecular formula: CH4N2O2
Method: DFT, wB97M-V/def2-TZVPD

Geometry as ORCA input:
```
! RIJCOSX wB97M-V def2-TZVPD def2/J DEFGRID3
* xyz 0 1
C 0.83822 -0.26043 0.57247
N 0.25025 0.81837 -0.18993
N -1.95758 -0.01556 0.58997
H 0.43562 -1.19591 0.06513
H -0.36461 1.41931 -1.80409
H 0.55314 -0.22369 1.57747
O -1.85852 -1.06562 0.12928
O 0.15209 0.67179 -1.59517
H 1.95141 -0.14826 0.65487
*
```

As for the energy above the lowest of the compared OMol25 structures with the same formula, charge and spin: 5.418 eV. Its orbital gap (alpha / beta) is 9.28 / 8.16 eV. The calculation puts the LUMO energy (alpha / beta) at 0.0144 / -0.0117 hartree. The HOMO energy (alpha / beta) comes out at -8.9 / -8.5 eV.

# 13
Molecular formula: CH4N2O2
Method: DFT, wB97M-V/def2-TZVPD

Geometry as ORCA input:
```
! RIJCOSX wB97M-V def2-TZVPD def2/J DEFGRID3
* xyz 0 1
H 0.67508 -0.26911 0.74199
O -2.04330 1.49859 -0.69219
N -1.20974 0.34590 -0.03284
H 0.47269 1.57913 0.51949
C 0.20461 0.49949 0.14222
O -3.06788 -0.99117 0.19083
H -1.45090 -1.48029 0.87604
N -1.85715 -0.65646 0.36061
H 0.72154 0.60583 -0.84180
*
```

As for the energy above the lowest of the compared OMol25 structures with the same formula, charge and spin: 6.339 eV. Its orbital gap (alpha / beta) is 8.98 / 8.99 eV. The calculation puts the LUMO energy (alpha / beta) at -0.0075 / -0.0074 hartree. The HOMO energy (alpha / beta) comes out at -9.2 / -9.2 eV.

# 14
Molecular formula: CH4N2O2
Method: DFT, wB97M-V/def2-TZVPD

Geometry as ORCA input:
```
! RIJCOSX wB97M-V def2-TZVPD def2/J DEFGRID3
* xyz 0 1
C -0.31532 0.96336 -0.06061
H 1.84378 -1.16615 0.68029
H 1.48142 1.30920 0.04089
O 1.57014 -0.62556 -0.28762
H -0.17376 2.17584 -0.04226
N 0.98192 0.49889 0.28188
N -1.46872 0.33042 -0.13349
H -0.39506 -1.05885 0.06039
O -1.25224 -0.98011 0.11082
*
```

As for the energy above the lowest of the compared OMol25 structures with the same formula, charge and spin: 5.158 eV. Its orbital gap is 9.33 eV. The calculation puts the LUMO energy at 0.0099 hartree. The HOMO energy comes out at -9.1 eV.

# 15
Molecular formula: CH4N2O2
Method: DFT, wB97M-V/def2-TZVPD

Geometry as ORCA input:
```
! RIJCOSX wB97M-V def2-TZVPD def2/J DEFGRID3
* xyz 0 1
N -0.94266 0.91012 -1.97956
O 1.46291 0.38803 -1.04548
H 0.00590 0.15769 1.44793
C -0.33200 -0.06478 0.41910
O -0.34119 0.92895 -2.97284
N 0.15716 0.80238 -0.58227
H -0.12769 -1.19188 0.30937
H -1.48542 0.14137 0.32899
H 1.25933 0.77856 -1.99663
*
```

As for the energy above the lowest of the compared OMol25 structures with the same formula, charge and spin: 4.983 eV. Its orbital gap (alpha / beta) is 8.20 / 8.20 eV. The calculation puts the LUMO energy (alpha / beta) at -0.0226 / -0.0226 hartree. The HOMO energy (alpha / beta) comes out at -8.8 / -8.8 eV.

# 16
Molecular formula: CH4N2O2
Method: DFT, wB97M-V/def2-TZVPD

Geometry as ORCA input:
```
! RIJCOSX wB97M-V def2-TZVPD def2/J DEFGRID3
* xyz 0 1
H -1.00697 1.10466 2.01935
N 0.83700 0.02770 -1.13488
N -0.64633 1.06468 1.01071
O -0.28312 -1.27931 1.09805
H 0.23441 0.43931 -1.80943
H 1.26492 -1.66835 -0.67120
O 0.86923 -1.33135 -1.54308
C -0.29222 -0.14920 0.61337
H -0.97694 1.79186 0.41711
*
```

As for the energy above the lowest of the compared OMol25 structures with the same formula, charge and spin: 3.187 eV. Its orbital gap is 8.69 eV. The calculation puts the LUMO energy at 0.0133 hartree. The HOMO energy comes out at -8.3 eV.

# 17
Molecular formula: CH4N2O2S
Method: DFT, wB97M-V/def2-TZVPD

Geometry as ORCA input:
```
! RIJCOSX wB97M-V def2-TZVPD def2/J DEFGRID3
* xyz 0 1
C -0.55816 0.26819 -0.02522
H -0.95772 0.42079 2.09811
N 0.11934 -0.31689 0.79209
O 0.02258 0.12381 2.06005
H 1.74789 -0.32980 -1.18717
H 0.66688 -1.11852 0.71641
N -0.31541 -0.28449 -1.40863
S -1.75718 1.36781 0.28552
O 0.90642 -0.89999 -1.32026
H 0.12536 0.76910 -2.01089
*
```

As for the energy above the lowest of the compared OMol25 structures with the same formula, charge and spin: 5.046 eV. Its orbital gap is 8.99 eV. The calculation puts the LUMO energy at -0.0001 hartree. The HOMO energy comes out at -9.0 eV.

# 18
Molecular formula: CH4N2O2S
Method: DFT, wB97M-V/def2-TZVPD

Geometry as ORCA input:
```
! RIJCOSX wB97M-V def2-TZVPD def2/J DEFGRID3
* xyz 0 1
H -0.57752 2.43494 -0.28571
H 0.39856 -2.16923 -0.28918
N 0.12298 0.47661 1.01642
N -0.35223 -1.76539 -0.82999
H 1.35151 -0.16610 -0.67231
O 0.68862 -0.18414 1.84572
C 0.63734 0.54966 -0.29133
H -1.22528 -1.92147 -0.35707
O -0.93937 1.03341 1.15511
S -0.10462 1.71172 -1.29165
*
```

As for the energy above the lowest of the compared OMol25 structures with the same formula, charge and spin: 6.270 eV. Its orbital gap (alpha / beta) is 8.87 / 7.73 eV. The calculation puts the LUMO energy (alpha / beta) at -0.0604 / -0.0380 hartree. The HOMO energy (alpha / beta) comes out at -10.5 / -8.8 eV.

# 19
Molecular formula: CH4N2O2S
Method: DFT, wB97M-V/def2-TZVPD

Geometry as ORCA input:
```
! RIJCOSX wB97M-V def2-TZVPD def2/J DEFGRID3
* xyz 0 1
H -2.39985 -0.16709 -1.08659
C 0.50123 -0.52103 -0.27716
H 2.51639 -0.79069 -0.26924
H 2.17511 0.72989 1.49443
O 0.17995 -1.62812 -0.67335
H -0.06085 1.42107 0.18918
O 2.07201 1.04515 0.55259
N -0.38805 0.46681 0.10082
S -2.07010 0.24410 0.20406
N 1.79775 -0.08235 -0.23848
*
```

As for the energy above the lowest of the compared OMol25 structures with the same formula, charge and spin: 1.255 eV. Its orbital gap is 9.71 eV. The calculation puts the LUMO energy at 0.0149 hartree. The HOMO energy comes out at -9.3 eV.

# 20
Molecular formula: CH4N2O2S
Method: DFT, wB97M-V/def2-TZVPD

Geometry as ORCA input:
```
! RIJCOSX wB97M-V def2-TZVPD def2/J DEFGRID3
* xyz 0 1
H 1.25878 2.19510 -0.21053
O -1.92101 -0.30452 1.43055
H 0.50542 -0.91422 -0.05398
N -0.29347 -0.77117 -0.63786
S -1.47005 0.15159 0.12762
N 0.70441 1.42505 -0.04375
H -0.79152 -1.38856 -1.32280
O -2.50029 0.29572 -0.88387
H -0.87388 2.72109 -0.34136
C -0.51981 1.75928 0.03348
*
```

As for the energy above the lowest of the compared OMol25 structures with the same formula, charge and spin: 1.982 eV. Its orbital gap is 10.71 eV. The calculation puts the LUMO energy at 0.0099 hartree. The HOMO energy comes out at -10.4 eV.